1.
Density functional theory data (wB97M-V/def2-TZVPD) for an isolated molecule of C2HF3I2.

ORCA input file:
```
! RIJCOSX wB97M-V def2-TZVPD def2/J DEFGRID3
* xyz 0 1
C -1.045 0.315 -0.858
C 0.716 -0.620 0.875
F -1.989 0.711 -0.012
F 0.886 -1.810 0.327
F 0.422 -0.779 2.202
I 0.129 1.848 -1.671
I 2.276 0.696 0.607
H -1.394 -0.362 -1.470
*
```

LUMO level (alpha / beta): -0.6 / -0.8 eV
energy relative to the best compared isomer or geometry (same formula, charge and spin): 359.3 kJ/mol

---

2.
Density functional theory data (wB97M-V/def2-TZVPD) for a structure of composition C30H28Cl2GeIN6OSeSn.

ORCA input file:
```
! RIJCOSX wB97M-V def2-TZVPD def2/J DEFGRID3
* xyz 1 1
Sn 0.943 -0.724 -2.052
N 3.236 3.305 -2.321
C 2.402 2.472 -2.949
O 1.638 1.730 -2.333
C 2.310 2.493 -4.458
I 3.850 3.515 -5.539
H 3.261 3.305 -1.314
H 3.856 3.919 -2.822
H 1.374 2.983 -4.722
H 2.277 1.471 -4.820
Cl 0.785 -2.781 -0.089
C 1.617 -4.237 -0.703
Cl 2.354 -4.009 -2.287
H 0.879 -5.027 -0.784
H 2.394 -4.488 0.008
Se 5.678 -0.342 -3.387
N 6.329 0.058 -1.817
C 5.341 -0.033 -0.941
C 5.435 0.180 0.449
C 4.300 0.012 1.191
C 3.090 -0.362 0.581
N 2.942 -0.557 -0.714
C 4.051 -0.393 -1.495
N 4.022 -0.582 -2.805
H 6.385 0.445 0.895
H 4.323 0.144 2.263
H 2.193 -0.514 1.174
N -1.109 2.664 -0.607
C -1.467 3.658 -1.453
C -1.478 3.134 -2.718
C -1.165 1.779 -2.572
N -0.947 1.491 -1.274
H -1.199 2.658 0.398
H -1.705 4.643 -1.092
H -1.701 3.650 -3.635
H -1.157 0.999 -3.311
C -0.511 0.285 -0.715
Ge -1.424 -0.365 0.908
C -0.245 -0.967 2.378
C 0.557 -0.091 3.109
C 1.329 -0.549 4.168
C 1.330 -1.898 4.494
C 0.548 -2.783 3.766
C -0.241 -2.317 2.723
C -2.737 1.030 1.409
C -3.852 1.152 0.579
C -4.756 2.189 0.750
C -4.550 3.133 1.748
C -3.455 3.014 2.593
C -2.553 1.971 2.423
C -2.563 -1.908 0.403
C -3.532 -2.350 1.305
C -4.362 -3.417 0.994
C -4.225 -4.070 -0.223
C -3.281 -3.628 -1.138
C -2.463 -2.552 -0.824
H 0.581 0.964 2.851
H 1.922 0.147 4.748
H 1.930 -2.258 5.320
H 0.541 -3.835 4.022
H -0.871 -3.010 2.177
H -4.009 0.417 -0.203
H -5.624 2.261 0.107
H -5.247 3.950 1.879
H -3.299 3.738 3.383
H -1.702 1.882 3.091
H -3.648 -1.843 2.258
H -5.121 -3.741 1.696
H -4.866 -4.908 -0.466
H -3.191 -4.116 -2.101
H -1.748 -2.188 -1.554
*
```

LUMO level: -4.1 eV
energy relative to the best compared isomer or geometry (same formula, charge and spin): 397.6 kJ/mol

---

3.
Density functional theory data (wB97M-V/def2-TZVPD) for a structure of composition C39H51N6OPdSTe.

ORCA input file:
```
! RIJCOSX wB97M-V def2-TZVPD def2/J DEFGRID3
* xyz 0 2
Pd 0.536 0.912 1.524
C -5.253 -1.041 2.890
C -4.979 0.425 2.581
N -4.009 0.604 1.518
C -2.653 0.548 1.739
S -1.704 0.558 0.256
N -2.281 0.460 2.983
N -0.927 0.587 3.205
C -0.422 -0.010 4.216
C -1.163 -0.935 5.131
C 1.053 0.195 4.442
C 1.620 -0.200 5.648
C 2.994 -0.149 5.801
C 3.765 0.311 4.750
C 3.116 0.752 3.610
N 1.800 0.720 3.459
H -6.017 -1.138 3.663
H -4.345 -1.527 3.242
H -5.602 -1.569 2.003
H -4.589 0.927 3.466
H -5.898 0.936 2.286
H -4.281 0.327 0.587
H -2.090 -1.253 4.661
H -1.414 -0.450 6.078
H -0.545 -1.805 5.348
H 0.994 -0.570 6.445
H 3.454 -0.484 6.721
H 4.844 0.333 4.803
H 3.682 1.151 2.777
C 0.831 -3.585 1.641
C 1.137 -2.122 1.955
O 1.744 -1.907 3.012
N 0.732 -1.155 1.120
Te -0.002 -1.879 -0.879
C -1.038 -1.747 -2.848
C -0.775 -0.783 -3.815
C 0.157 0.367 -3.577
C -1.402 -0.873 -5.060
C -2.306 -1.878 -5.353
C -2.966 -1.972 -6.701
C -2.598 -2.799 -4.354
C -1.988 -2.748 -3.106
C -2.373 -3.790 -2.085
C 1.918 -1.820 -1.787
C 2.783 -0.734 -1.614
C 2.371 0.563 -0.973
C 4.078 -0.817 -2.125
C 4.522 -1.925 -2.825
C 5.928 -2.005 -3.353
C 3.632 -2.973 -3.018
C 2.342 -2.947 -2.505
C 1.452 -4.137 -2.738
H 1.047 -4.150 2.545
H 1.469 -3.962 0.836
H -0.205 -3.746 1.341
H 0.137 0.653 -2.525
H -0.140 1.225 -4.183
H 1.189 0.115 -3.829
H -1.179 -0.125 -5.813
H -2.678 -1.138 -7.339
H -4.053 -1.969 -6.611
H -2.686 -2.895 -7.211
H -3.325 -3.581 -4.549
H -3.223 -4.370 -2.445
H -2.652 -3.343 -1.130
H -1.549 -4.476 -1.884
H 1.638 0.379 -0.169
H 1.917 1.231 -1.709
H 3.235 1.078 -0.550
H 4.750 0.020 -1.973
H 6.431 -1.042 -3.281
H 5.939 -2.318 -4.398
H 6.516 -2.731 -2.790
H 3.955 -3.848 -3.572
H 1.983 -4.898 -3.307
H 0.552 -3.861 -3.291
H 1.126 -4.577 -1.793
C -0.285 3.055 -1.218
N -1.541 3.665 -0.693
C -1.672 5.063 -1.168
C -1.680 3.557 0.825
C -0.446 3.974 1.546
C -0.360 5.297 1.989
C 0.770 5.758 2.636
C 1.821 4.868 2.818
C 1.706 3.552 2.398
C 0.569 3.032 1.765
H -0.388 2.965 -2.297
H -0.148 2.083 -0.743
H 0.542 3.711 -0.953
H -2.319 3.114 -1.063
H -0.891 5.650 -0.689
H -2.650 5.444 -0.887
H -1.551 5.081 -2.249
H -1.891 2.502 0.991
H -2.556 4.160 1.067
H -1.205 5.962 1.841
H 0.830 6.778 2.990
H 2.731 5.195 3.306
H 2.556 2.910 2.575
*
```

LUMO level (alpha / beta): 0.1 / -0.2 eV
energy relative to the best compared isomer or geometry (same formula, charge and spin): 194.0 kJ/mol

---

4.
Density functional theory data (wB97M-V/def2-TZVPD) for a cluster of 2 separate species, C5H12NO in total.

ORCA input file:
```
! RIJCOSX wB97M-V def2-TZVPD def2/J DEFGRID3
* xyz 1 1
C -2.514 0.904 0.228
C 1.945 -1.080 -0.489
C 0.345 -1.358 1.435
C 0.304 0.966 -1.440
C 0.659 -0.792 0.100
N -0.132 0.137 -0.297
O -2.164 1.556 1.299
H -2.957 -0.031 0.433
H 2.687 -0.282 -0.362
H 1.861 -1.139 -1.633
H 2.514 -2.067 -0.268
H 0.519 -0.622 2.250
H 0.960 -2.264 1.604
H -0.737 -1.501 1.517
H 1.153 1.624 -1.047
H 0.478 0.396 -2.326
H -0.515 1.666 -1.644
H -1.907 2.446 1.341
H -2.498 1.442 -0.702
*
```

LUMO level: -5.7 eV
energy relative to the best compared isomer or geometry (same formula, charge and spin): 294.7 kJ/mol

---

5.
Density functional theory data (wB97M-V/def2-TZVPD) for a structure of composition C29H44AgBrF4GeN2O3S.

ORCA input file:
```
! RIJCOSX wB97M-V def2-TZVPD def2/J DEFGRID3
* xyz 0 1
Ag 0.634 -0.091 -0.266
C 2.747 3.864 -2.821
C 2.496 2.738 -1.818
N 1.182 2.088 -1.898
C 0.895 1.560 -3.239
C 1.967 0.587 -3.724
C 0.100 2.974 -1.457
C -1.065 2.212 -0.809
N -0.635 1.393 0.319
C -0.922 1.694 1.615
C -0.355 0.951 2.684
F 0.456 -0.093 2.409
C -0.579 1.213 4.015
F 0.037 0.452 4.926
C -1.418 2.228 4.425
C -2.006 2.963 3.419
F -2.844 3.956 3.741
C -1.775 2.724 2.078
F -2.416 3.546 1.216
H 3.712 4.324 -2.609
H 1.983 4.640 -2.749
H 2.772 3.497 -3.848
H 2.595 3.134 -0.808
H 3.265 1.970 -1.923
H 0.768 2.378 -3.962
H -0.063 1.033 -3.183
H 2.864 1.110 -4.055
H 1.590 -0.003 -4.559
H 2.240 -0.087 -2.912
H -0.299 3.549 -2.305
H 0.493 3.684 -0.726
H -1.521 1.566 -1.566
H -1.825 2.928 -0.518
H -1.602 2.438 5.467
Br 3.058 5.536 4.460
C 3.318 4.015 3.347
C 2.221 3.436 2.733
C 2.416 2.342 1.905
C 3.690 1.829 1.698
C 4.774 2.418 2.339
C 4.598 3.518 3.163
C 3.922 0.613 0.826
O 5.066 0.168 0.719
O 2.874 0.102 0.289
H 1.228 3.830 2.907
H 1.570 1.887 1.407
H 5.758 1.999 2.179
H 5.438 3.979 3.664
C 3.967 -2.608 -0.940
S 2.478 -2.397 0.059
C 2.011 -4.166 0.034
O 1.427 -1.879 -0.941
H 3.672 -2.470 -1.979
H 4.374 -3.602 -0.773
H 4.674 -1.844 -0.621
H 2.744 -4.722 0.618
H 1.973 -4.520 -0.995
H 1.029 -4.250 0.498
C -2.766 -5.175 -3.048
C -3.201 -3.747 -3.369
C -3.104 -2.798 -2.172
C -1.665 -2.578 -1.709
Ge -1.608 -1.193 -0.284
C -1.925 -1.938 1.532
C -3.334 -2.499 1.741
C -4.426 -1.430 1.735
C -5.789 -2.009 2.102
H -2.912 -5.823 -3.912
H -3.351 -5.580 -2.219
H -1.711 -5.216 -2.775
H -4.237 -3.758 -3.716
H -2.591 -3.354 -4.187
H -3.705 -3.199 -1.350
H -3.545 -1.836 -2.450
H -1.036 -2.266 -2.547
H -1.225 -3.491 -1.303
H -2.752 -0.222 -0.646
H -1.731 -1.157 2.270
H -1.175 -2.717 1.689
H -3.352 -3.009 2.709
H -3.566 -3.251 0.979
H -4.482 -0.971 0.745
H -4.157 -0.640 2.443
H -6.076 -2.793 1.398
H -6.560 -1.238 2.083
H -5.766 -2.444 3.102
*
```

LUMO level: -1.0 eV
energy relative to the best compared isomer or geometry (same formula, charge and spin): 27.2 kJ/mol

---

6.
Density functional theory data (wB97M-V/def2-TZVPD) for a cluster of 2 separate species, C6H16O4 in total.

ORCA input file:
```
! RIJCOSX wB97M-V def2-TZVPD def2/J DEFGRID3
* xyz 0 1
O 0.295 4.360 3.080
O 0.538 -0.049 1.189
C -0.158 3.024 3.037
C -0.050 0.801 2.125
C 0.598 2.168 2.025
H -0.327 4.957 3.546
H 1.507 -0.036 1.336
H -0.144 2.582 4.052
H -1.196 2.967 2.659
H 0.210 0.331 3.093
H -1.154 0.810 2.041
H 0.523 2.659 1.036
H 1.662 2.185 2.330
O 1.777 -2.806 -3.523
O -1.621 -0.467 -1.185
C 0.402 -2.813 -3.231
C -1.394 -1.708 -1.819
C 0.039 -1.601 -2.305
H 1.993 -3.532 -4.146
H -1.056 -0.380 -0.389
H -0.244 -2.919 -4.123
H 0.265 -3.716 -2.606
H -2.024 -1.866 -2.716
H -1.410 -2.643 -1.227
H 0.721 -1.651 -1.434
H 0.248 -0.656 -2.842
*
```

LUMO level: 0.8 eV
SMILES string: OCCCO.OCCCO
energy relative to the best compared isomer or geometry (same formula, charge and spin): 220.2 kJ/mol

---

7.
Density functional theory data (wB97M-V/def2-TZVPD) for a cluster of 2 separate species, CH3N5O in total.

ORCA input file:
```
! RIJCOSX wB97M-V def2-TZVPD def2/J DEFGRID3
* xyz 2 1
C -0.138 -0.628 0.156
N -2.047 -0.893 1.425
N -3.183 -0.303 -0.378
N -0.898 -0.623 1.250
N -4.252 -0.618 -0.295
N 0.378 0.098 -0.663
O -5.351 -0.718 -0.324
H -0.265 -0.451 2.200
H 0.630 1.194 -0.555
H 0.744 -0.065 -1.621
*
```

LUMO level (alpha / beta): -13.7 / -13.0 eV
energy relative to the best compared isomer or geometry (same formula, charge and spin): 463.0 kJ/mol

---

8.
Density functional theory data (wB97M-V/def2-TZVPD) for an isolated molecule of C4H6O2.

ORCA input file:
```
! RIJCOSX wB97M-V def2-TZVPD def2/J DEFGRID3
* xyz 0 1
C -1.365 0.099 0.081
C 0.095 -0.112 -0.362
C 0.835 -1.223 0.356
O 2.037 -1.335 0.295
C 0.900 1.182 -0.281
O 0.603 2.177 -0.893
H -1.730 -0.772 0.643
H -1.467 0.980 0.727
H -2.017 0.249 -0.785
H 1.763 1.169 0.413
H 0.115 -0.412 -1.421
H 0.213 -1.939 0.935
*
```

LUMO level: 0.5 eV
SMILES string: CC(C=O)C=O
energy relative to the best compared isomer or geometry (same formula, charge and spin): 115.2 kJ/mol

---

9.
Density functional theory data (wB97M-V/def2-TZVPD) for a structure of composition C56H50F7FeGe2N4O2P.

ORCA input file:
```
! RIJCOSX wB97M-V def2-TZVPD def2/J DEFGRID3
* xyz -2 5
Fe -0.261 -0.034 -0.414
O -0.746 1.495 -1.402
C -0.757 2.852 -1.220
C 0.031 3.189 0.073
C -0.673 2.673 1.293
C -1.243 3.555 2.207
C -1.897 3.043 3.308
C -2.036 1.671 3.420
C -1.503 0.844 2.440
C -1.866 -0.610 2.441
C -2.637 -1.049 1.162
O -2.001 -0.539 0.064
C -2.517 -2.586 1.295
C -1.234 -3.243 0.714
C -1.364 -4.641 0.287
C -2.454 -5.367 0.560
C -3.624 -4.768 1.171
C -3.681 -3.455 1.435
C -4.100 -0.639 1.073
C -4.844 -0.112 2.118
C -6.193 0.186 1.951
C -6.813 -0.048 0.737
C -6.072 -0.573 -0.318
C -4.730 -0.859 -0.153
N -0.770 1.350 1.439
C -0.128 3.495 -2.465
C -0.513 2.966 -3.697
C 0.030 3.445 -4.873
C 0.978 4.463 -4.845
C 1.369 4.993 -3.630
C 0.817 4.512 -2.446
C -2.187 3.369 -1.051
C -2.464 4.732 -1.065
C -3.753 5.190 -0.845
C -4.778 4.284 -0.607
C -4.504 2.925 -0.595
C -3.214 2.466 -0.823
H 0.996 2.701 -0.032
H 0.191 4.260 0.192
H -1.162 4.620 2.041
H -2.310 3.702 4.062
H -2.562 1.227 4.254
H -0.284 -1.552 3.332
H -2.496 -0.809 3.323
H -0.619 -2.610 0.080
H -0.568 -5.051 -0.315
H -2.510 -6.399 0.237
H -4.498 -5.385 1.336
H -4.605 -3.019 1.792
H -4.387 0.064 3.082
H -6.757 0.598 2.780
H -7.865 0.176 0.609
H -6.544 -0.762 -1.273
H -4.144 -1.267 -0.967
H -1.216 2.146 -3.706
H -0.273 3.011 -5.816
H 1.417 4.826 -5.767
H 2.115 5.778 -3.593
H 1.153 4.935 -1.510
H -1.667 5.441 -1.254
H -3.958 6.254 -0.861
H -5.788 4.638 -0.434
H -5.292 2.210 -0.401
H -2.980 1.409 -0.806
N -1.264 -2.945 5.466
C -1.241 -3.339 4.362
N -1.222 -3.810 3.168
C -1.276 -2.855 2.154
N -0.724 -1.518 2.413
C 1.636 -3.234 3.215
Ge 1.975 -1.310 3.500
C 3.725 -1.163 4.398
C 0.688 -0.716 4.889
Ge 1.976 -0.039 1.374
C 2.427 1.826 1.984
C 3.093 2.775 1.204
C 3.392 4.040 1.684
C 3.016 4.404 2.968
C 2.344 3.489 3.758
C 2.053 2.223 3.267
C 3.770 -0.653 0.683
C 4.608 0.074 -0.161
C 5.813 -0.438 -0.617
C 6.213 -1.714 -0.256
C 5.393 -2.467 0.565
C 4.192 -1.941 1.019
H 0.821 -3.561 3.860
H 2.535 -3.798 3.465
H 1.349 -3.463 2.192
H 3.669 -1.859 5.237
H 3.893 -0.158 4.781
H 4.556 -1.436 3.755
H 0.139 -1.581 5.263
H -0.046 0.007 4.543
H 1.250 -0.260 5.704
H 3.377 2.541 0.190
H 3.914 4.745 1.049
H 3.240 5.395 3.344
H 2.031 3.759 4.759
H 1.518 1.544 3.904
H 4.323 1.055 -0.499
H 6.429 0.157 -1.280
H 7.145 -2.123 -0.629
H 5.679 -3.473 0.848
H 3.570 -2.572 1.634
F 4.535 -1.124 -4.071
C 3.538 -0.850 -3.171
C 3.113 0.452 -3.034
C 2.117 0.728 -2.102
C 1.552 -0.280 -1.332
C 2.014 -1.586 -1.511
C 2.998 -1.886 -2.437
H 3.543 1.231 -3.649
H 1.758 1.744 -2.019
H 1.582 -2.404 -0.947
H 3.334 -2.899 -2.599
F -0.885 -1.279 -2.209
P -1.309 -2.393 -3.381
F -1.699 -3.471 -4.514
F -2.586 -2.818 -2.495
F -0.011 -1.942 -4.236
F -0.404 -3.498 -2.612
F -2.186 -1.252 -4.118
*
```

LUMO level (alpha / beta): 3.3 / 3.8 eV
energy relative to the best compared isomer or geometry (same formula, charge and spin): 216.7 kJ/mol

---

Taking the records one at a time from the top gives strongest force on any atom values of 6.2, 1.6, 1.1, 4.7, 1.5, 2.3, 5.9, 0.6, 1.5 eV/Å.